[1]
The following is a quantum chemistry calculation of a gas-phase ion, C2H4ClN2 (charge +1), from OMol25.

Summary:
HOMO level in eV: -15.40
SMILES: CN1[NH+]=C1Cl
Kohn-Sham gap in eV: 9.84
F_max in Eh/bohr: 0.073
E in Ha: -647.85848
Energy relative to the best compared isomer or geometry (same formula, charge and spin) in kcal/mol: 91.3

Structure (ORCA input):
```
! wB97M-V def2-TZVPD RIJCOSX def2/J DEFGRID3
* xyz 1 1
C -1.24104 0.16104 0.25330
C 1.23572 -0.62752 -0.20915
N -0.05055 -0.04645 -0.13050
N -0.57241 1.30328 0.34559
Cl -2.86008 -0.52158 0.68003
H 0.98258 -1.54555 -0.78844
H 1.73878 0.13498 -0.75541
H 1.61556 -1.05667 0.71424
H -0.84856 2.19847 -0.10965
*
```

Charge distribution, natural (NBO) scheme, values in e:
1. C 0.557
2. C -0.427
3. N -0.133
4. N -0.431
5. Cl 0.203
6. H 0.267
7. H 0.265
8. H 0.263
9. H 0.438

[2]
The following is a quantum chemistry calculation of a molecular structure, C30H56BBrIInN7O3S3Si, from OMol25.

Summary:
HOMO level in eV: -10.38
Kohn-Sham gap in eV: 8.43
F_max in Eh/bohr: 0.003
E in Ha: -6356.71894
Energy relative to the best compared isomer or geometry (same formula, charge and spin) in kcal/mol: 0.0

Structure (ORCA input):
```
! wB97M-V def2-TZVPD RIJCOSX def2/J DEFGRID3
* xyz 1 1
In -1.44301 0.04675 -0.82820
N 0.32684 -1.19075 -1.82397
C -0.17890 -2.51087 -2.22993
C -1.22957 -2.36226 -3.32353
N -2.05747 -1.17630 -3.06185
C -3.50852 -1.32787 -3.16643
C -4.08382 -1.58814 -1.78691
N -3.76330 -0.43353 -0.93082
H 0.98813 -1.26478 -1.05733
H 0.79729 -0.70671 -2.58662
H 0.62123 -3.17788 -2.56059
H -0.63589 -2.95359 -1.34432
H -0.75790 -2.27319 -4.30567
H -1.85179 -3.25809 -3.34590
H -1.76190 -0.43757 -3.68661
H -3.91656 -0.38790 -3.54559
H -3.79716 -2.11833 -3.86358
H -5.15979 -1.75994 -1.85049
H -3.62594 -2.47500 -1.34190
H -4.27744 0.38919 -1.23693
H -4.02070 -0.62060 0.03437
C 0.74601 4.20159 -2.30570
N -0.64219 4.29314 -1.87416
C -1.23121 5.39698 -1.29743
C -2.53199 5.08516 -1.10948
N -2.73920 3.80463 -1.56978
B -4.12033 3.10208 -1.54881
N -4.40708 2.51399 -0.10482
C -5.70798 2.31902 0.31244
C -5.68072 1.69409 1.51048
N -4.35266 1.51079 1.82505
C -3.84475 0.91006 3.04959
C -3.58393 2.01811 0.83214
S -1.85364 1.98684 0.87856
C -1.57207 3.33180 -2.02344
S -1.24628 1.78176 -2.71547
H 1.23018 5.15014 -2.09079
H 0.79555 4.00161 -3.37365
H 1.25570 3.40327 -1.77220
H -0.67682 6.29474 -1.08743
H -3.33391 5.66715 -0.69039
H -4.97206 3.92622 -1.75426
H -4.14181 2.20014 -2.35142
H -6.54026 2.65661 -0.28035
H -6.47321 1.38794 2.17103
H -4.66182 0.38195 3.53453
H -3.46610 1.68279 3.71468
H -3.04005 0.21986 2.80577
C 2.72897 1.03026 -0.74411
C 2.16181 1.01652 0.66824
C 3.21981 0.56569 1.66404
C 1.60826 2.38188 1.04390
O 1.05156 0.07251 0.63491
Si 0.42866 -0.85754 1.86469
S -1.33640 -1.65985 1.00063
O 1.44937 -2.01382 2.37167
C 1.90758 -3.31482 1.97168
C 2.07030 -3.37273 0.45861
C 0.89569 -4.34822 2.44513
C 3.24827 -3.51446 2.66147
O 0.25159 0.14618 3.12768
C 0.20813 -0.08540 4.55261
C -0.67765 -1.28720 4.85665
C 1.62438 -0.31400 5.06313
C -0.36554 1.18683 5.15389
H 3.48897 1.80764 -0.84610
H 1.93616 1.22928 -1.46985
H 3.19631 0.07200 -0.98979
H 4.06106 1.26017 1.63795
H 3.58898 -0.43011 1.41579
H 2.82409 0.54541 2.68113
H 2.41549 3.11518 1.09731
H 1.10897 2.33435 2.01198
H 0.88118 2.71905 0.30082
H 1.09145 -3.33365 -0.02182
H 2.55706 -4.30364 0.16251
H 2.68610 -2.53959 0.10860
H -0.08844 -4.13816 2.02383
H 0.82221 -4.33413 3.53382
H 1.20190 -5.34960 2.13533
H 3.96811 -2.76622 2.32510
H 3.64779 -4.50611 2.44179
H 3.13158 -3.41990 3.74177
H -0.24841 -2.20078 4.43842
H -1.67332 -1.14968 4.43133
H -0.77713 -1.42101 5.93483
H 2.07703 -1.17444 4.57172
H 1.60852 -0.49376 6.13998
H 2.24170 0.56706 4.87601
H -1.33579 1.40605 4.71174
H 0.29641 2.03075 4.95385
H -0.48090 1.08392 6.23408
Br 4.93675 2.13169 -4.96882
C 4.75824 0.28913 -4.61062
C 5.91957 -0.45272 -4.43081
C 5.84500 -1.80659 -4.15128
C 4.60905 -2.42870 -4.05098
C 3.45035 -1.69209 -4.23270
C 3.51896 -0.33148 -4.51466
I 1.72595 0.71308 -4.72416
H 6.87847 0.04038 -4.51161
H 6.75599 -2.37415 -4.01528
H 4.54401 -3.48770 -3.83848
H 2.48462 -2.17787 -4.16955
*
```

Results of the Mulliken charge analysis, in e, for atoms 1 through 99:
1. In 0.886
2. N 1.737
3. C -0.708
4. C -1.226
5. N 0.186
6. C -0.976
7. C -0.657
8. N -0.317
9. H -0.959
10. H -0.648
11. H 0.724
12. H 0.347
13. H 0.325
14. H 0.430
15. H 0.264
16. H 0.442
17. H 0.368
18. H 0.545
19. H 0.349
20. H 0.083
21. H 0.217
22. C -0.692
23. N 0.367
24. C -0.494
25. C -0.563
26. N 0.195
27. B 0.581
28. N -0.067
29. C -0.672
30. C -0.457
31. N 0.243
32. C -0.875
33. C -0.830
34. S -0.071
35. C -0.581
36. S -0.400
37. H 0.279
38. H 0.318
39. H 0.166
40. H 0.461
41. H 0.530
42. H -0.172
43. H -0.145
44. H 0.530
45. H 0.495
46. H 0.330
47. H 0.364
48. H 0.200
49. C -1.619
50. C 2.113
51. C -1.537
52. C -1.113
53. O 0.329
54. Si -0.299
55. S -0.809
56. O 0.767
57. C 1.913
58. C -1.301
59. C -1.636
60. C -1.819
61. O 0.721
62. C 1.626
63. C -1.107
64. C -1.603
65. C -1.375
66. H 0.574
67. H -0.240
68. H 0.358
69. H 0.587
70. H 0.225
71. H 0.068
72. H 0.602
73. H -0.204
74. H -0.119
75. H 0.115
76. H 0.635
77. H 0.079
78. H 0.235
79. H 0.356
80. H 0.464
81. H 0.348
82. H 0.440
83. H 0.355
84. H 0.024
85. H 0.130
86. H 0.543
87. H 0.040
88. H 0.560
89. H 0.312
90. H 0.017
91. H 0.335
92. H 0.419
93. Br -0.153
94. C 0.235
95. C -0.428
96. C -0.525
97. C -0.699
98. C -0.128
99. C -0.112